Entry 1:
DFT (ωB97M-V/def2-TZVPD) results for a 2-piece molecular cluster, C3H6N4 overall.

Properties
HOMO: -9.9006 eV
Gap between HOMO and LUMO: 10.98 eV
Largest force on an atom: 5.05 eV/Å
Energy above the lowest of the compared OMol25 structures with the same formula, charge and spin: 117.48 kcal per mole

Geometry as ORCA input:
```
! RIJCOSX wB97M-V def2-TZVPD def2/J DEFGRID3
* xyz 0 1
C 0.01299 0.11987 -0.41215
C 0.93888 0.44178 0.66875
C -1.44901 0.19750 -0.04533
N 3.85325 1.19746 0.16073
N 3.71204 0.08754 -0.02391
N 3.84299 -1.09307 -0.16291
N 0.87242 -0.78851 0.38895
H 0.45268 0.39799 -1.34621
H 1.28084 1.12078 1.30385
H -1.42196 -0.24952 0.90823
H -2.17121 -0.45943 -0.71096
H -1.90423 1.15627 -0.10674
H 3.33967 -1.80150 0.33013
*
```

Results of the Löwdin charge analysis, in e, for atoms 1 through 5:
1 C -0.3396
2 C -0.1191
3 C -0.0708
4 N 0.1832
5 N -0.3333

=====

Entry 2:
DFT (ωB97M-V/def2-TZVPD) results for one molecule with the formula C3H6N4.

Properties
HOMO: -7.4264 eV
Gap between HOMO and LUMO: 8.41 eV
Largest force on an atom: 6.14 eV/Å
Energy above the lowest of the compared OMol25 structures with the same formula, charge and spin: 71.77 kcal per mole

Geometry as ORCA input:
```
! RIJCOSX wB97M-V def2-TZVPD def2/J DEFGRID3
* xyz 0 1
N -2.28591 0.33700 0.17977
N -1.43560 -0.83305 -0.11207
C -0.20504 -0.31801 -0.14072
N 0.07458 0.95160 -0.15185
C 1.54487 0.99332 0.00734
C 1.98898 -0.25586 0.26532
N 0.94490 -1.05181 -0.13181
H -3.09203 0.42927 -0.52674
H -2.81796 0.31700 1.04989
H -0.65052 1.59020 -0.13155
H 1.80693 2.14704 -0.09293
H 2.97138 -0.73116 0.17849
H 0.72355 -2.09520 0.24290
*
```

Results of the Löwdin charge analysis, in e, for atoms 1 through 5:
1 N -0.1035
2 N -0.0405
3 C -0.5294
4 N 0.0970
5 C -0.0532

=====

Entry 3:
DFT (ωB97M-V/def2-TZVPD) results for one molecule with the formula C3H6N4.

Properties
HOMO (alpha / beta): -6.6403 / -6.3014 eV
Gap between HOMO and LUMO (alpha / beta): 7.48 / 7.15 eV
Largest force on an atom: 1.81 eV/Å
Energy above the lowest of the compared OMol25 structures with the same formula, charge and spin: 89.77 kcal per mole

Geometry as ORCA input:
```
! RIJCOSX wB97M-V def2-TZVPD def2/J DEFGRID3
* xyz 0 1
C 0.00451 0.79865 -1.21096
N 1.26187 0.42774 -1.74201
N -0.12938 -1.09695 1.91359
C 0.10748 -0.93023 0.53908
N -0.48304 0.06461 -0.15097
C -1.43388 0.83278 0.42777
N -2.30443 1.32723 0.99744
H -0.72493 1.17502 -1.90706
H 1.53471 1.04972 -2.49013
H 1.98182 0.41329 -1.02360
H -1.03775 -0.76423 2.21484
H 0.18076 -1.98923 2.27002
H 1.04227 -1.30838 0.16201
*
```

Results of the Löwdin charge analysis, in e, for atoms 1 through 5:
1 C -0.2093
2 N 0.0374
3 N 0.0563
4 C -0.1883
5 N -0.1139

=====

Entry 4:
DFT (ωB97M-V/def2-TZVPD) results for an isolated ion of composition C3H6N4 and charge +2.

Properties
HOMO (alpha / beta): -19.8210 / -22.3088 eV
Gap between HOMO and LUMO (alpha / beta): 7.01 / 7.87 eV
Largest force on an atom: 5.78 eV/Å
Energy above the lowest of the compared OMol25 structures with the same formula, charge and spin: 87.83 kcal per mole

Geometry as ORCA input:
```
! RIJCOSX wB97M-V def2-TZVPD def2/J DEFGRID3
* xyz 2 3
C -1.61493 -1.19273 -0.06686
C 0.33331 0.25757 -0.04517
C 1.73913 0.41907 0.01626
N -1.75261 1.46966 0.32630
N -2.56494 -0.41203 0.17469
N -0.53293 1.38831 0.20248
N -0.23115 -1.02924 -0.13758
H -2.02732 -2.23702 -0.32730
H 2.18278 1.36202 -0.32574
H 2.14546 -0.45429 -0.64583
H 1.98781 -0.03015 0.95671
H -0.02727 2.26110 0.31243
H 0.36267 -1.80227 -0.44039
*
```

Results of the Löwdin charge analysis, in e, for atoms 1 through 5:
1 C -0.0956
2 C -0.1259
3 C 0.0582
4 N 0.3685
5 N 0.3964

=====

Entry 5:
DFT (ωB97M-V/def2-TZVPD) results for one molecule with the formula C3H6N4O.

Properties
HOMO: -9.2774 eV
Gap between HOMO and LUMO: 9.02 eV
Largest force on an atom: 7.29 eV/Å
Energy above the lowest of the compared OMol25 structures with the same formula, charge and spin: 185.51 kcal per mole

Geometry as ORCA input:
```
! RIJCOSX wB97M-V def2-TZVPD def2/J DEFGRID3
* xyz 0 1
H 0.59930 2.46265 -0.14608
N -0.28191 2.08760 0.10654
C -0.62280 0.79405 -0.25664
C -1.97471 0.27562 -0.01352
N -1.83975 -1.00564 0.06801
O -0.54075 -1.47469 0.08951
N 0.32523 -0.24487 -0.31718
N 1.43856 -0.16032 0.60797
C 2.57410 -0.31517 -0.25153
H -3.06004 0.46016 -0.31672
H 1.28613 0.86804 1.24301
H 2.42808 0.53164 -1.10994
H 3.50193 -0.34857 0.14894
H 2.21611 -1.44072 -0.66253
*
```

Results of the Löwdin charge analysis, in e, for atoms 1 through 5:
1 H -0.0019
2 N 0.0965
3 C -0.3278
4 C -0.0679
5 N 0.0391

=====

Entry 6:
DFT (ωB97M-V/def2-TZVPD) results for C3H6N4O as an isolated structure.

Properties
HOMO: -9.4098 eV
Gap between HOMO and LUMO: 9.05 eV
Largest force on an atom: 7.19 eV/Å
Energy above the lowest of the compared OMol25 structures with the same formula, charge and spin: 148.42 kcal per mole

Geometry as ORCA input:
```
! RIJCOSX wB97M-V def2-TZVPD def2/J DEFGRID3
* xyz 0 1
C -0.06030 0.98132 -0.02046
C 1.41533 -1.13090 -0.01172
C -1.07886 -1.24005 0.32680
H -2.54717 0.79748 0.01328
H -1.28889 2.52732 0.73589
H 1.39576 -2.07694 0.33812
H 2.97997 0.43918 -0.14201
H -0.87441 -2.07887 1.22155
H -2.52120 -0.30933 -1.25686
N -1.36437 1.52389 0.18790
N 0.11653 -0.46338 -0.14120
N 2.59311 -0.60255 -0.04201
N -2.30846 -1.13778 -0.27711
O 0.99267 1.72472 -0.09634
*
```

Results of the Löwdin charge analysis, in e, for atoms 1 through 5:
1 C -0.4981
2 C -0.2252
3 C -0.1986
4 H 0.2317
5 H 0.1588

=====

Entry 7:
DFT (ωB97M-V/def2-TZVPD) results for a 2-piece molecular cluster, C3H6N4O overall.

Properties
HOMO (alpha / beta): -7.8490 / -7.8149 eV
Gap between HOMO and LUMO (alpha / beta): 6.38 / 6.35 eV
Largest force on an atom: 3.97 eV/Å
Energy above the lowest of the compared OMol25 structures with the same formula, charge and spin: 189.50 kcal per mole

Geometry as ORCA input:
```
! RIJCOSX wB97M-V def2-TZVPD def2/J DEFGRID3
* xyz 0 1
C -0.53977 1.47823 -0.12616
C 0.12751 0.32133 -0.70971
C -0.66059 -1.46395 0.75646
N 1.13480 0.37248 -1.66034
N 1.51866 -0.82140 -1.85247
N 0.93786 -1.66421 -1.02326
N 0.03351 -0.95023 -0.23222
O -0.27085 2.93728 1.64252
H -0.31458 2.36911 -0.61308
H -1.34046 1.33976 0.61121
H -0.51446 -2.62424 0.90970
H -1.36707 -0.82488 1.23501
H 0.29825 2.20392 2.09134
H 0.95719 -2.67320 -1.02900
*
```

Results of the Löwdin charge analysis, in e, for atoms 1 through 5:
1 C 0.1409
2 C -0.3049
3 C 0.0640
4 N 0.0809
5 N -0.0145

=====

Entry 8:
DFT (ωB97M-V/def2-TZVPD) results for one molecule with the formula C3H6N4O.

Properties
HOMO: -9.2971 eV
Gap between HOMO and LUMO: 9.75 eV
Largest force on an atom: 6.53 eV/Å
Energy above the lowest of the compared OMol25 structures with the same formula, charge and spin: 112.88 kcal per mole

Geometry as ORCA input:
```
! RIJCOSX wB97M-V def2-TZVPD def2/J DEFGRID3
* xyz 0 1
H 2.39373 1.13492 -0.19764
N 1.42930 1.74902 -0.04396
C 0.34868 1.14081 -0.19236
N -0.96349 1.72783 0.07377
N 0.38593 -0.38583 -0.27881
C 1.64569 -1.22827 0.15170
O 2.74530 -0.88073 -0.08502
C -0.97783 -0.81045 0.02037
N -1.30333 -2.07777 -0.12456
H -2.32311 -2.39227 0.10354
H -0.96716 2.75986 0.65414
H -1.99599 1.85122 -0.53601
H 1.40809 -2.38485 0.46234
H -1.82581 -0.20349 -0.00749
*
```

Results of the Löwdin charge analysis, in e, for atoms 1 through 5:
1 H 0.1256
2 N 0.0994
3 C -0.4930
4 N -0.0469
5 N 0.0242

=====

Entry 9:
DFT (ωB97M-V/def2-TZVPD) results for C3H6N4O as an isolated structure.

Properties
HOMO: -8.8664 eV
Gap between HOMO and LUMO: 9.49 eV
Largest force on an atom: 7.09 eV/Å
Energy above the lowest of the compared OMol25 structures with the same formula, charge and spin: 111.47 kcal per mole

Geometry as ORCA input:
```
! RIJCOSX wB97M-V def2-TZVPD def2/J DEFGRID3
* xyz 0 1
C 1.21064 0.81821 1.04495
C 0.02121 0.47849 0.09091
C -1.03764 -0.06281 -1.70390
H 0.63965 -1.21774 2.14609
H 1.98435 -0.07915 2.80068
H 2.00907 0.97670 0.47450
H 1.07468 1.70065 1.67171
H -1.22233 0.08269 -3.74239
H -1.99036 -1.64466 -0.53954
N 1.53257 -0.33159 1.81943
N 0.10171 0.56778 -1.19487
N -1.64483 -0.24296 -2.85693
N -1.71327 -0.73084 -0.53751
O -0.96545 -0.31476 0.52686
*
```

Results of the Löwdin charge analysis, in e, for atoms 1 through 5:
1 C -0.2213
2 C -0.2860
3 C -0.3962
4 H 0.2171
5 H 0.1060

=====

Entry 10:
DFT (ωB97M-V/def2-TZVPD) results for one molecule with the formula C3H6N4O2.

Properties
HOMO: -9.4897 eV
Gap between HOMO and LUMO: 9.84 eV
Largest force on an atom: 9.30 eV/Å
Energy above the lowest of the compared OMol25 structures with the same formula, charge and spin: 115.88 kcal per mole

Geometry as ORCA input:
```
! RIJCOSX wB97M-V def2-TZVPD def2/J DEFGRID3
* xyz 0 1
H 3.20825 0.05603 0.42290
N 2.74271 -0.57218 -0.08735
C 1.38012 -0.42716 0.05072
N 0.40524 -1.15861 -0.57692
N -0.66490 -1.36824 0.25031
C -1.55342 -0.24634 0.01359
N -2.87331 -0.56773 0.10874
H -3.46471 0.28620 0.30485
O -1.16855 0.93869 -0.41834
C 0.17440 1.50524 -0.23399
O 0.84973 0.73141 0.70819
H 0.56209 -1.95365 -1.17481
H -0.52008 -1.38879 1.49584
H 0.05688 2.53494 0.22093
H 0.86555 1.63018 -1.08466
*
```

Results of the Löwdin charge analysis, in e, for atoms 1 through 5:
1 H -0.0305
2 N 0.1631
3 C -0.3712
4 N 0.0128
5 N 0.0021